Computed, not measured: C82H52Br9F3O19 as an isolated structure in a non-equilibrium geometry, with ωB97M-V with the def2-TZVPD basis set.

XYZ file:
```
165
Properties=species:S:1:pos:R:3:mulliken_charge:R:1
C -5.4639 1.7252 -0.4897 0.70
C -4.5735 2.6166 -1.3242 0.47
O -5.6089 3.5157 -1.7879 -0.40
C -6.6783 3.4456 -1.0279 0.68
O -7.7992 4.0099 -1.1608 -0.63
O -6.4381 2.6192 -0.0885 -0.39
F -4.1315 1.9354 -2.3534 -0.29
H -4.9801 1.2646 0.3716 -0.48
H -5.8410 1.0027 -1.2135 0.04
H -3.7406 2.9646 -0.7133 0.32
C -5.4036 1.6041 3.3853 2.05
C -6.7461 1.6908 4.0543 0.11
O -6.5667 1.5174 5.4619 -0.35
C -5.2837 1.3475 5.7543 0.65
O -4.6610 1.4836 6.8286 -0.59
O -4.6180 1.3097 4.5071 -0.25
F -7.6555 0.8831 3.6623 -0.22
H -5.1347 2.6017 3.0379 -0.89
H -5.3952 0.9248 2.5329 -0.66
H -7.2234 2.6708 4.0561 0.24
C 3.6178 6.1537 5.5043 -0.69
C 3.1204 7.1882 6.4827 0.29
O 3.3207 6.4740 7.6932 -0.34
C 3.3293 5.1509 7.4754 0.63
O 3.3693 4.2678 8.3553 -0.62
O 3.4668 4.9307 6.2355 -0.17
F 1.7736 7.2776 6.2234 -0.29
H 4.6967 6.3073 5.4815 0.47
H 3.1869 6.2459 4.5073 0.35
H 3.5482 8.1712 6.2854 0.37
C 0.6371 3.9955 3.7068 -1.09
C -0.7390 3.7109 3.8878 -1.14
C -1.3314 2.7346 3.1198 -0.84
C -0.6227 2.0716 2.1466 0.25
C 0.8066 2.2755 2.0431 0.02
C 1.4217 3.2658 2.8332 -0.21
C 1.7441 1.4325 1.1420 0.52
O 3.0169 1.4406 0.9882 -0.63
C 0.9092 0.5880 0.1505 0.86
C 1.5958 0.1103 -0.9172 -0.40
C 0.9483 -0.6662 -1.8402 0.20
C -0.4331 -0.8255 -1.8462 -1.42
C -1.1172 -0.3122 -0.8177 -0.53
C -0.5049 0.3776 0.2190 0.36
C -1.3028 1.0756 1.2588 -0.16
O -2.5410 1.0562 1.2244 -0.23
H 1.0351 4.6148 4.4970 0.35
H -1.3303 4.1499 4.6779 0.69
H -2.3735 2.4856 3.2552 0.99
H 2.4825 3.4681 2.8387 0.53
H 2.6712 0.0507 -0.9964 0.16
H 1.5262 -1.1724 -2.5992 0.30
H -0.9908 -1.4531 -2.5256 0.84
H -2.1764 -0.5062 -0.9008 0.40
C 0.5992 -3.0715 3.0291 -1.65
C 1.8320 -2.4218 2.9380 0.39
C 2.5751 -2.3711 1.7736 -1.01
C 2.0795 -3.0437 0.6781 0.77
C 0.8329 -3.7173 0.7122 -0.18
C 0.1271 -3.6501 1.8888 -0.29
C 0.2509 -4.3815 -0.4385 0.67
O -0.8467 -4.8611 -0.3655 -0.69
C 1.0733 -4.4757 -1.6828 0.81
C 0.6226 -5.3175 -2.7314 -0.86
C 1.5192 -5.6715 -3.7676 -0.45
C 2.8269 -5.0794 -3.8574 -0.77
C 3.2112 -4.0752 -2.9119 -0.48
C 2.3701 -3.8714 -1.7777 0.05
C 2.9108 -3.0630 -0.6187 0.72
O 4.1108 -2.5708 -0.7429 -0.85
H 0.0758 -3.1698 3.9687 0.54
H 2.2142 -1.9269 3.8186 0.34
H 3.5859 -2.0014 1.8623 0.28
H -0.8508 -4.1084 1.8811 0.65
H -0.3941 -5.6815 -2.7454 0.52
H 1.1503 -6.2769 -4.5823 0.48
H 3.3774 -5.4387 -4.7144 0.42
H 4.1622 -3.5636 -2.9263 0.60
C -8.7987 -2.1918 -1.5190 -0.70
C -9.5883 -2.4842 -0.3254 -0.36
C -9.0352 -2.6503 0.9068 -1.11
C -7.6235 -2.5123 1.0100 0.55
C -6.8039 -2.2288 -0.1909 0.50
C -7.4319 -2.0814 -1.4397 -0.64
C -5.3138 -2.0067 -0.0665 0.64
O -4.6331 -1.7328 -1.0710 -0.79
C -4.7179 -2.0951 1.3436 -0.08
C -3.3102 -1.9311 1.6604 -0.12
C -2.7996 -1.9179 2.9515 -0.47
C -3.5993 -2.0581 4.0161 -1.15
C -4.9825 -2.2928 3.7693 -0.97
C -5.5659 -2.2899 2.4870 0.57
C -7.0845 -2.6264 2.4083 0.43
O -7.7459 -2.9334 3.4250 -0.66
H -9.4118 -2.0527 -2.3971 0.39
H -10.6615 -2.5157 -0.4429 0.40
H -9.6803 -2.8828 1.7412 0.46
H -6.8599 -1.9339 -2.3438 0.55
H -2.5969 -1.9335 0.8495 0.71
H -1.7577 -1.6963 3.1301 0.85
H -3.3755 -1.8776 5.0571 0.47
H -5.6364 -2.4703 4.6103 0.48
C -0.8317 -1.7866 -5.6919 -0.66
C 0.3727 -1.2375 -5.8940 -0.46
C 1.4069 -1.9691 -6.5629 -0.76
C 1.1559 -3.2248 -7.0879 0.18
C -0.0681 -3.8216 -6.8374 0.76
C -1.0331 -3.1055 -6.1439 -0.69
C -0.4935 -5.0972 -7.5152 0.44
O -1.5726 -5.6696 -7.2478 -0.68
C 0.5071 -5.6510 -8.5437 0.32
C 0.0129 -6.6133 -9.3665 -0.31
C 0.8411 -7.2708 -10.2521 -0.64
C 2.1558 -6.8665 -10.3361 -0.30
C 2.6538 -5.7590 -9.6428 -0.99
C 1.7845 -5.1093 -8.7119 0.40
C 2.2067 -3.8653 -7.9580 0.45
O 3.3886 -3.3974 -7.9907 -0.71
H -1.5498 -1.1856 -5.1537 0.56
H 0.5838 -0.2682 -5.4672 0.38
H 2.3861 -1.5445 -6.7279 0.60
H -2.0242 -3.5261 -6.0592 0.52
H -1.0400 -6.8502 -9.3241 0.44
H 0.4130 -8.0258 -10.8947 0.39
H 2.7931 -7.3832 -11.0384 0.38
H 3.7191 -5.5974 -9.7163 0.41
C 4.7196 -0.6523 4.5526 -0.33
C 4.1242 0.4307 5.1843 -0.93
C 4.5053 1.7171 4.7091 -0.62
C 5.3569 1.8522 3.6131 -0.23
C 5.8242 0.7563 2.9281 0.96
C 5.5602 -0.5024 3.4860 -0.56
C 6.7066 0.8965 1.6912 0.16
O 6.9575 -0.0619 1.0070 -0.69
C 7.2336 2.3104 1.4030 0.15
C 8.3215 2.4433 0.5950 -0.24
C 8.9640 3.6677 0.4896 -0.73
C 8.3269 4.7741 1.0745 -0.46
C 7.2469 4.6414 1.8633 -0.89
C 6.6267 3.3744 2.0826 1.00
C 5.6297 3.2418 3.1203 0.24
O 5.1442 4.3250 3.6618 -0.74
H 4.4255 -1.6373 4.8837 0.50
H 3.3571 0.3915 5.9435 0.49
H 4.0693 2.5921 5.1682 0.84
H 5.9090 -1.4021 3.0010 0.45
H 8.6181 1.5484 0.0681 0.52
H 9.8282 3.7006 -0.1573 0.38
H 8.6947 5.7504 0.7953 0.41
H 6.8728 5.5285 2.3525 0.43
C -4.4001 6.2412 3.7225 -0.36
Br -4.1395 5.0362 2.1172 -0.01
Br -5.5321 5.3110 5.1029 -0.04
Br -4.9395 8.0445 3.1094 0.00
H -3.4044 6.1892 4.1630 0.37
C 4.0134 1.6823 -5.1119 -0.44
Br 4.8502 1.1783 -6.8978 -0.08
Br 3.8065 0.1943 -3.8621 0.18
Br 2.4871 2.9576 -5.2242 -0.09
H 4.8968 2.2501 -4.8199 0.41
C 3.6849 5.1244 -1.4568 -0.15
Br 2.6713 6.6829 -2.0443 -0.06
Br 3.1623 4.6046 0.3690 0.25
Br 5.6212 5.1678 -1.9274 -0.06
H 3.2112 4.4122 -2.1324 0.07
```

Values from the calculation:
highest occupied orbital energy = -0.356 Ha
charge = 0
Kohn-Sham gap = 7.964 eV
energy above the lowest of the compared OMol25 structures with the same formula, charge and spin = 445.7 kJ/mol